No. 1
Formula: C2H3ClIN
Source: OMol25
Level of theory: ωB97M-V/def2-TZVPD

Last columns: bonded neighbours and bond lengths (Å).
Cartesian coordinates (Å):
1 C -0.0848 1.1628 0.3864  N3 1.172, I5 2.005
2 C 0.3527 -1.1619 -0.0828  N3 1.391, H6 1.146, H7 1.061, H8 1.081
3 N 0.3866 0.0970 0.5070  C1 1.172, C2 1.391
4 Cl -1.7818 1.7003 -1.5427  no bonds
5 I -0.0248 2.8986 1.3882  C1 2.005
6 H 0.6801 -1.9578 0.6739  C2 1.146
7 H 1.0794 -1.2857 -0.8454  C2 1.061
8 H -0.6074 -1.4533 -0.4846  C2 1.081

Calculated values
- E: -890.4809 Eh
- Relative energy (zero: lowest compared OMol25 entry of this formula, charge and spin): 0.0000 eV
- HOMO energy (spin up / spin down): -0.2537 / -0.3566 hartree
- 2S+1: 3

***

No. 2
Formula: C2H3ClN2
Source: OMol25
Level of theory: ωB97M-V/def2-TZVPD

Last columns: bonded neighbours and bond lengths (Å).
Cartesian coordinates (Å):
1 C -2.9684 -1.5288 -0.4499  N2 1.261, H4 1.089, H5 1.070
2 N -2.2501 -0.5800 -0.8681  C1 1.261, Cl3 1.753
3 Cl -1.9471 0.7867 0.1869  N2 1.753
4 H -3.1587 -2.3283 -1.1647  C1 1.089
5 H -3.3704 -1.6167 0.5383  C1 1.070
6 C 0.9908 1.2918 -0.1361  N7 1.141, H8 1.061
7 N 1.5464 2.0568 0.5029  C6 1.141
8 H 0.4819 0.5341 -0.6771  C6 1.061

Calculated values
- E: -647.6229 Eh
- SMILES: C=NCl.C#N
- Relative energy (zero: lowest compared OMol25 entry of this formula, charge and spin): 2.6928 eV
- HOMO energy: -0.3957 hartree
- 2S+1: 1

***

No. 3
Formula: C2H3ClN2
Source: OMol25
Level of theory: ωB97M-V/def2-TZVPD

Last columns: bonded neighbours and bond lengths (Å).
Cartesian coordinates (Å):
1 C -0.4058 -0.0156 -0.0311  C2 1.379, N3 1.205
2 C -0.3533 -0.6097 1.2127  C1 1.379, H6 1.156, H7 1.032, H8 1.079
3 N 0.1292 0.2299 -1.0829  C1 1.205, N4 1.309
4 N 0.4892 0.5207 -2.3076  N3 1.309, Cl5 1.750
5 Cl 1.1784 2.1233 -2.4443  N4 1.750
6 H 0.2337 0.0625 1.9471  C2 1.156
7 H 0.1328 -1.5105 1.3410  C2 1.032
8 H -1.4043 -0.8007 1.3652  C2 1.079

Calculated values
- E: -647.4612 Eh
- Relative energy (zero: lowest compared OMol25 entry of this formula, charge and spin): 2.2960 eV
- HOMO energy (spin up / spin down): -0.2116 / -0.3799 hartree
- 2S+1: 3

***

No. 4
Formula: C2H3ClN2
Source: OMol25
Level of theory: ωB97M-V/def2-TZVPD

Last columns: bonded neighbours and bond lengths (Å).
Cartesian coordinates (Å):
1 C 0.5603 -1.3759 1.9377  Cl5 1.533, H6 1.153
2 C -0.1935 0.5932 -0.6752  N3 1.151, N4 1.289
3 N -0.0909 0.0595 0.3399  C2 1.151
4 N -0.3412 1.2819 -1.7547  C2 1.289, H7 1.017, H8 1.003
5 Cl 0.3460 -2.8375 1.5280  C1 1.533
6 H 0.9531 -0.5968 2.6909  C1 1.153
7 H -0.5180 0.6996 -2.5701  N4 1.017
8 H -0.7159 2.1759 -1.4966  N4 1.003

Calculated values
- E: -646.7273 Eh
- Total charge: +2
- Relative energy (zero: lowest compared OMol25 entry of this formula, charge and spin): 4.0443 eV
- HOMO energy: -0.7339 hartree
- 2S+1: 1

***

No. 5
Formula: C2H3ClN2O4
Source: OMol25
Level of theory: ωB97M-V/def2-TZVPD

Last columns: bonded neighbours and bond lengths (Å).
Cartesian coordinates (Å):
1 C 1.3272 0.2696 -0.0053  C2 1.483, H10 1.090, H11 1.095, H12 1.089
2 C -0.1528 0.1778 -0.0175  C1 1.483, Cl3 2.135, N4 1.495, N7 1.493
3 Cl -0.9581 2.1549 0.0196  C2 2.135
4 N -0.7765 -0.3745 1.2238  C2 1.495, O5 1.197, O6 1.198
5 O -0.1087 -0.3356 2.2160  N4 1.197
6 O -1.8914 -0.7985 1.1075  N4 1.198
7 N -0.7268 -0.4699 -1.2344  C2 1.493, O8 1.205, O9 1.190
8 O -0.3543 -1.6095 -1.3550  N7 1.205
9 O -1.4475 0.1436 -1.9549  N7 1.190
10 H 1.6639 0.6345 0.9651  C1 1.090
11 H 1.7486 -0.7271 -0.1716  C1 1.095
12 H 1.6764 0.9349 -0.7935  C1 1.089

Calculated values
- E: -948.4378 Eh
- SMILES: CC(Cl)([N+](=O)[O-])[N+](=O)[O-]
- Relative energy (zero: lowest compared OMol25 entry of this formula, charge and spin): 0.1817 eV
- HOMO energy: -0.4266 hartree
- 2S+1: 1

***

No. 6
Formula: C2H3ClN3O
Source: OMol25
Level of theory: ωB97M-V/def2-TZVPD

Last columns: bonded neighbours and bond lengths (Å).
Cartesian coordinates (Å):
1 C -0.1270 -0.8641 0.0005  C2 1.372, N3 1.336, H8 1.070
2 C 1.2143 -0.5761 -0.0010  C1 1.372, N4 1.367, H9 1.069
3 N -0.7668 0.3084 0.0012  C1 1.336, N5 1.321, H10 1.074
4 N 1.2899 0.7889 0.0000  C2 1.367, N5 1.309, O6 1.252
5 N 0.0906 1.3129 0.0006  N3 1.321, N4 1.309
6 O 2.3443 1.4636 -0.0006  N4 1.252
7 Cl -3.6464 0.1331 -0.0004  no bonds
8 H -0.6538 -1.7949 -0.0002  C1 1.070
9 H 2.0903 -1.1888 -0.0007  C2 1.069
10 H -1.8355 0.4170 0.0008  N3 1.074

Calculated values
- E: -777.7271 Eh
- Total charge: -1
- Relative energy (zero: lowest compared OMol25 entry of this formula, charge and spin): 0.0000 eV
- HOMO energy: -0.1796 hartree
- 2S+1: 1